{"formula": "C10H22Cl2N2O10", "method": "ωB97M-V/def2-TZVPD", "elements": ["Cl", "C", "C", "Cl", "H", "H", "H", "H", "C", "N", "O", "O", "H", "H", "H", "C", "N", "O", "O", "H", "H", "H", "C", "O", "C", "O", "O", "C", "H", "H", "H", "H", "H", "H", "C", "O", "C", "O", "O", "C", "H", "H", "H", "H", "H", "H"], "coordinates": [[-0.0832, -1.4594, -3.6652], [-0.9326, -0.5780, -2.3809], [-0.4725, 0.8380, -2.3125], [-0.6011, 1.7190, -3.8381], [-0.7132, -0.9995, -1.3997], [-2.0088, -0.6783, -2.4919], [0.5572, 0.8545, -1.9604], [-1.0445, 1.3728, -1.5553], [-4.2728, -4.1947, -0.4304], [-2.8590, -4.3702, -0.8394], [-2.5062, -5.5036, -1.0581], [-2.1732, -3.3743, -0.9605], [-4.4554, -3.1491, -0.2059], [-4.4683, -4.7784, 0.4641], [-4.8524, -4.5557, -1.2738], [-2.2067, -1.4222, 2.4635], [-2.8200, -0.3356, 1.6520], [-2.8556, -0.5112, 0.4491], [-3.2080, 0.6535, 2.2390], [-2.5654, -2.3619, 2.0569], [-2.5298, -1.2798, 3.4874], [-1.1293, -1.3701, 2.3397], [2.9535, 4.1689, -2.8668], [3.3688, 4.1879, -1.5199], [2.5734, 3.5962, -0.6348], [1.4676, 3.1959, -0.8532], [3.2109, 3.5500, 0.5255], [2.5356, 2.9499, 1.5991], [3.8165, 4.2544, -3.5216], [2.3069, 5.0237, -3.0903], [2.3972, 3.2675, -3.1230], [1.7755, 3.5999, 2.0410], [3.2423, 2.6731, 2.3753], [2.0091, 2.0443, 1.3004], [1.8795, -1.8384, -0.4932], [1.0987, -0.8354, 0.1667], [1.5207, -0.4331, 1.3636], [2.6237, -0.4982, 1.8204], [0.4455, 0.0928, 1.9903], [0.6455, 0.5939, 3.3044], [1.6435, -2.8099, -0.0551], [2.9353, -1.5931, -0.5069], [1.4785, -1.9117, -1.5026], [1.5966, 1.1390, 3.3677], [0.8254, -0.2244, 4.0038], [-0.1493, 1.2908, 3.5298]], "forces_ev_per_a": [[-0.03, -0.34, 0.03], [-0.44, -0.06, 0.54], [0.29, 0.31, 0.69], [-0.04, 0.23, -0.19], [0.15, -0.31, -0.21], [0.01, 0.01, -0.45], [0.11, 0.19, -0.32], [-0.14, 0.01, -0.10], [-0.25, 0.32, 0.18], [0.01, 0.35, 0.04], [0.26, -0.32, -0.02], [0.03, -0.14, 0.09], [0.08, 0.07, -0.28], [0.13, -0.29, -0.15], [-0.21, 0.02, 0.12], [-0.35, -0.29, 0.02], [0.36, -0.01, -0.13], [-0.13, 0.16, 0.18], [0.01, -0.08, -0.14], [-0.02, -0.03, -0.03], [0.14, 0.01, 0.07], [-0.11, 0.16, 0.00], [-0.79, 0.26, -1.00], [0.72, -0.08, 0.34], [0.03, 0.33, -0.29], [-0.60, -0.42, 0.00], [0.73, 0.26, 0.09], [-1.01, -0.60, 0.69], [0.26, -0.08, 0.34], [-0.01, -0.08, 0.21], [0.06, -0.05, 0.18], [0.14, 0.24, -0.18], [0.34, 0.19, -0.20], [0.14, 0.09, -0.27], [-0.45, -0.38, -0.47], [-0.04, 0.01, 0.22], [-0.62, 0.15, 0.06], [0.22, -0.21, 0.05], [-0.03, 0.04, -0.37], [1.68, 0.26, 0.18], [0.43, 0.08, 0.33], [0.06, -0.07, 0.16], [0.18, 0.34, -0.05], [-0.23, 0.09, -0.25], [-0.71, -0.03, 0.12], [-0.37, -0.33, 0.14]], "mulliken_charge": [-0.204, -0.038, -0.164, -0.218, -0.096, 0.397, 0.087, 0.286, -0.758, 0.922, -0.535, -0.503, 0.264, 0.299, 0.305, -0.523, 0.991, -0.521, -0.567, 0.191, 0.295, 0.127, -0.586, -0.355, 0.786, -0.541, -0.350, -0.258, 0.243, 0.279, 0.253, 0.344, 0.351, -0.109, -0.591, -0.197, 0.475, -0.555, -0.071, -0.806, 0.327, 0.344, 0.074, 0.298, 0.327, 0.280], "homo_energy_ev": -10.24, "smiles": "C[N+](=O)[O-].C[N+](=O)[O-].COC(=O)OC.COC(=O)OC.ClCCCl", "de_lowest_ev": 0.000, "total_energy_ev": -59221.2474, "max_force_ev_per_a": 1.71}



{"formula": "C10H22HgN3O6", "method": "ωB97M-V/def2-TZVPD", "elements": ["Hg", "O", "C", "O", "O", "H", "C", "C", "O", "N", "C", "H", "H", "H", "H", "H", "H", "H", "C", "C", "O", "N", "C", "H", "H", "H", "H", "H", "H", "H", "C", "C", "O", "N", "C", "H", "H", "H", "H", "H", "H", "H"], "coordinates": [[-2.2101, 0.5952, 2.9314], [0.6139, -0.0721, -0.1475], [-0.2949, 0.2201, 0.8149], [-0.7559, 1.3692, 0.9763], [-0.6599, -0.5583, 1.7142], [0.4338, 0.7996, -0.5071], [1.1351, 3.4406, -3.8849], [1.2146, 2.0662, -3.3648], [0.7724, 1.9156, -2.2685], [1.6991, 1.0624, -4.0919], [1.7209, -0.3272, -3.5676], [1.4982, 4.1349, -3.1272], [0.0650, 3.6353, -3.9559], [1.7504, 3.3991, -4.7837], [1.7695, 1.1242, -5.0975], [1.3147, -0.3881, -2.5579], [2.6624, -0.8751, -3.5280], [1.1769, -0.9579, -4.2706], [2.5345, 0.3754, 2.6621], [3.5746, 0.9732, 1.7691], [4.3232, 1.8944, 2.0441], [3.5713, 0.5437, 0.5013], [4.3906, 1.0747, -0.5506], [1.7727, 1.1255, 2.8746], [2.9620, 0.0273, 3.6024], [2.0615, -0.4941, 2.2058], [2.7405, 0.0438, 0.2185], [3.9762, 1.8047, -1.2459], [4.4313, 0.1714, -1.1593], [5.4051, 1.3009, -0.2224], [-2.9490, -3.1740, 1.8116], [-3.9920, -2.2035, 2.1923], [-3.6222, -1.2453, 2.8697], [-5.3377, -2.5387, 1.9543], [-6.3806, -1.7778, 2.5626], [-3.1694, -4.2413, 1.8309], [-2.0650, -3.0323, 2.4334], [-2.6934, -2.9285, 0.7808], [-5.5096, -3.4594, 1.5763], [-6.4071, -1.9695, 3.6353], [-7.2394, -2.1444, 2.0003], [-6.2841, -0.7095, 2.3689]], "forces_ev_per_a": [[1.33, -1.29, -2.30], [-2.46, 0.40, 2.05], [-0.20, 0.50, 2.24], [-0.51, 2.60, -1.39], [-0.10, -4.21, 1.46], [1.49, 1.16, -2.65], [0.55, -0.22, -0.81], [-0.17, 0.85, -0.49], [-0.99, -1.33, 3.84], [1.00, -2.16, -0.46], [-0.39, -0.18, -0.50], [0.30, -0.16, -0.20], [0.14, 0.23, -0.76], [-0.49, 1.18, -0.40], [0.19, 0.39, 0.25], [-0.28, 0.24, -0.38], [0.70, 0.95, -0.07], [-0.60, 0.06, 0.25], [-0.15, -0.60, 0.45], [0.52, 1.77, -0.73], [0.13, -0.10, 1.33], [-1.43, -0.51, -0.17], [0.40, -1.70, -0.92], [0.07, 0.09, 0.05], [0.09, 0.26, 0.01], [-0.03, 0.04, -0.06], [0.38, -0.17, -0.09], [-0.25, 0.61, 0.71], [0.76, 0.11, -0.65], [-0.35, 0.23, 0.10], [0.80, -0.53, -0.95], [-2.42, -3.09, 0.07], [-0.67, 2.64, 0.78], [4.65, 1.28, 0.50], [-0.83, -0.16, -0.58], [-0.59, 0.18, 0.03], [-0.11, 0.21, -0.16], [0.37, -0.11, -0.15], [0.02, 0.20, 0.05], [-0.39, 0.06, -0.05], [-0.61, 0.39, 0.76], [0.14, -0.10, 0.01]], "mulliken_charge": [1.336, -0.380, 1.296, -0.834, -0.815, 0.298, -1.110, 0.717, -0.631, -0.223, -0.641, 0.277, 0.270, 0.355, 0.264, 0.059, 0.292, 0.347, -0.841, 0.736, -0.656, -0.154, -0.947, 0.129, 0.398, 0.211, 0.207, 0.250, 0.389, 0.315, -0.958, 0.624, -0.719, -0.148, -0.820, 0.405, 0.234, 0.292, 0.275, 0.287, 0.348, 0.266], "homo_energy_ev": -10.96, "total_charge": 1, "de_lowest_ev": 1.681, "total_energy_ev": -31648.2839, "max_force_ev_per_a": 4.85}



{"formula": "C10H22N2O4P", "method": "ωB97M-V/def2-TZVPD", "elements": ["C", "O", "C", "N", "C", "C", "N", "C", "C", "O", "O", "C", "C", "O", "P", "C", "C", "H", "H", "H", "H", "H", "H", "H", "H", "H", "H", "H", "H", "H", "H", "H", "H", "H", "H", "H", "H", "H", "H"], "coordinates": [[0.7478, 3.1270, 1.6269], [0.2196, 1.7597, 1.9263], [-0.8717, 1.4644, 0.9407], [-0.9464, -0.0390, 0.6042], [-0.5172, -0.9266, 1.7597], [1.0556, -1.3808, 1.7408], [1.3449, -2.3099, 2.9366], [-0.3526, -0.3964, -0.7340], [1.0098, 0.3869, -1.1626], [1.9839, 0.8434, -0.3761], [1.2317, 0.5725, -2.6357], [2.3400, -0.4036, -2.9047], [3.9251, 0.0701, -2.9955], [2.1125, -1.7253, -3.0363], [-2.7331, -0.3464, 0.4249], [-3.0431, -1.9473, -0.5827], [-3.5617, 1.0580, -0.5975], [1.0331, 3.2243, 0.4913], [1.7677, 3.2182, 2.2351], [-0.0407, 3.9550, 1.9477], [-0.8266, 2.1404, -0.0131], [-1.8786, 1.7195, 1.5286], [-0.7561, -0.4923, 2.8197], [-1.1556, -1.9277, 1.6600], [1.8228, -0.4769, 1.8681], [1.3935, -1.9736, 0.7875], [2.2761, -1.9890, 3.3136], [1.4350, -3.2655, 2.4948], [-1.1765, -0.1132, -1.5503], [-0.2259, -1.5783, -0.8439], [4.5239, -0.6316, -2.2477], [4.0266, 1.1695, -2.5941], [4.3570, -0.0898, -4.0787], [-3.0485, -1.6273, -1.7200], [-2.2077, -2.7511, -0.3981], [-4.1337, -2.3325, -0.3091], [-3.7292, 1.9565, 0.1487], [-2.7882, 1.3498, -1.4358], [-4.6136, 0.7089, -1.0394]], "forces_ev_per_a": [[0.92, 0.45, 0.22], [-1.46, 0.78, -3.10], [-0.24, 1.96, 2.25], [0.93, 0.93, -1.03], [1.03, -2.63, 1.55], [1.67, 0.40, 0.33], [0.34, 0.40, -1.92], [0.41, -0.19, -2.73], [5.54, 2.22, 2.43], [-6.81, -3.09, -4.65], [1.03, -2.87, 3.01], [0.94, -6.91, -1.08], [-0.63, 0.29, 0.92], [0.48, 9.04, 1.13], [-3.97, -0.74, 1.51], [0.33, 0.28, -1.55], [0.79, 0.49, -0.49], [-0.69, -0.22, 2.16], [-2.51, -0.15, -1.20], [1.76, -1.77, -0.65], [0.18, -1.58, 1.60], [1.99, -0.72, -1.36], [0.32, -0.43, -2.37], [1.31, 2.13, 0.21], [-2.23, -1.66, -0.60], [-1.05, 1.44, 1.39], [-1.42, -0.94, -0.53], [0.19, 1.39, 1.24], [2.08, -0.47, 1.58], [0.08, 2.74, 0.32], [-1.50, 1.37, -1.69], [-0.20, -2.18, -1.11], [-1.17, 0.41, 2.21], [0.03, -1.05, 2.10], [-1.89, 1.44, -0.30], [2.53, 0.86, -0.33], [0.32, -1.84, -1.70], [-1.96, -0.18, 1.24], [2.54, 0.58, 0.97]], "mulliken_charge": [-0.625, -0.289, -0.955, 0.765, -0.573, -0.262, -0.700, -0.608, 0.241, -0.453, -0.347, 0.642, -0.795, -0.503, 0.106, -0.852, -0.861, 0.269, 0.263, 0.273, 0.443, 0.491, 0.256, 0.332, 0.253, 0.259, 0.304, 0.290, 0.341, 0.465, 0.275, 0.269, 0.336, 0.310, 0.301, 0.360, 0.298, 0.298, 0.383], "homo_energy_ev": -12.56, "smiles": "COC[N@+](CCN)(CC(=O)OC(C)=O)P(C)C", "total_charge": 1, "de_lowest_ev": 4.686, "total_energy_ev": -31171.4243, "max_force_ev_per_a": 9.12}



> Number 3 is which compound?

C10H22N2O4P